Here is a structure of composition C37H52Cl3N7O5RbS from the Open Molecules 2025 dataset. Energies are from the ωB97M-V functional and the def2-TZVPD basis.

ORCA input file:
```
! wB97M-V def2-TZVPD RIJCOSX def2/J DEFGRID3
* xyz -1 1
Rb -0.216 2.014 -2.930
C 0.492 -0.164 3.495
C 1.045 0.824 2.462
C 2.559 0.624 2.335
C 3.393 1.780 1.769
C 4.852 1.326 1.771
C 3.254 3.043 2.624
N 2.911 2.083 0.381
C 3.766 3.004 -0.409
C 4.608 2.253 -1.430
N 3.778 1.720 -2.498
C 3.488 2.804 -3.447
C 2.150 2.708 -4.196
O 1.818 1.601 -4.676
O 1.471 3.760 -4.198
C 4.267 0.433 -3.053
C 4.867 0.563 -4.455
C 3.223 -0.691 -3.062
C 2.860 -1.440 -1.757
C 4.094 -1.744 -0.912
C 2.233 -2.776 -2.198
N 1.917 -0.613 -0.956
C 1.130 -1.348 0.042
C 0.001 -0.501 0.619
N 0.349 0.802 1.166
C -0.785 1.717 1.161
C -0.373 3.198 1.089
O -1.110 4.018 1.633
O 0.749 3.436 0.524
H 0.942 0.025 4.471
H 0.708 -1.200 3.222
H -0.587 -0.055 3.605
H 0.881 1.825 2.869
H 2.763 -0.267 1.741
H 2.964 0.428 3.333
H 5.156 1.145 2.804
H 5.523 2.080 1.360
H 4.983 0.396 1.217
H 3.364 2.775 3.677
H 2.290 3.526 2.474
H 4.032 3.771 2.389
H 2.725 1.203 -0.150
H 1.925 2.574 0.473
H 4.397 3.572 0.272
H 3.099 3.716 -0.892
H 5.118 1.433 -0.923
H 5.395 2.929 -1.807
H 4.298 2.943 -4.178
H 3.434 3.733 -2.884
H 5.086 0.113 -2.402
H 4.092 0.821 -5.178
H 5.312 -0.390 -4.746
H 5.653 1.320 -4.487
H 3.624 -1.457 -3.734
H 2.311 -0.322 -3.537
H 4.831 -2.306 -1.492
H 3.830 -2.347 -0.040
H 4.567 -0.828 -0.559
H 2.922 -3.304 -2.859
H 1.299 -2.597 -2.734
H 2.028 -3.432 -1.350
H 1.224 -0.277 -1.627
H 1.788 -1.744 0.821
H 0.617 -2.211 -0.398
H -0.556 -1.134 1.331
H -0.691 -0.322 -0.204
H -1.452 1.596 2.026
H -1.392 1.523 0.272
N -1.851 -1.181 -2.979
C -0.753 -0.866 -2.747
Cl -7.363 -6.300 0.693
C -6.596 -4.741 0.579
C -7.228 -3.631 1.108
C -6.586 -2.407 1.022
C -5.338 -2.260 0.425
C -4.690 -0.886 0.417
C -4.631 -0.293 -0.984
N -4.077 1.048 -0.973
C -4.288 2.082 -0.088
C -3.526 3.119 -0.544
N -2.866 2.757 -1.692
C -3.220 1.509 -1.911
O -3.382 -0.897 0.954
C -3.344 -0.712 2.355
C -4.020 -1.830 3.093
C -5.122 -1.720 3.882
Cl -5.998 -0.283 4.241
S -5.681 -3.228 4.480
C -4.413 -4.051 3.665
C -3.617 -3.196 2.977
C -4.737 -3.403 -0.104
Cl -3.189 -3.336 -0.870
C -5.360 -4.642 -0.031
H -8.191 -3.725 1.589
H -7.058 -1.532 1.455
H -5.323 -0.242 1.043
H -5.642 -0.286 -1.402
H -3.987 -0.895 -1.628
H -4.916 1.988 0.780
H -3.383 4.084 -0.088
H -2.872 0.845 -2.690
H -3.781 0.254 2.629
H -2.286 -0.687 2.608
H -4.331 -5.123 3.737
H -2.774 -3.506 2.374
H -4.875 -5.514 -0.445
*
```

The HOMO energy is -5.6 eV. The calculation puts the molar mass at 898.76 g/mol. The frontier orbital gap comes out at 7.44 eV. The value obtained for the max |F| is 0.795 eV/A.

Results of the Löwdin charge analysis, in e, for atoms 1 through 99: 0.93 -0.04 -0.32 -0.09 -0.50 -0.03 -0.01 0.08 -0.11 -0.18 -0.09 -0.11 -0.82 -0.15 -0.14 -0.33 -0.06 -0.09 -0.54 -0.04 -0.05 0.01 -0.21 -0.18 -0.10 -0.10 -0.65 0.00 -0.06 0.08 0.08 0.06 0.14 0.10 0.12 0.09 0.08 0.07 0.09 0.08 0.08 0.14 0.08 0.11 0.13 0.10 0.13 0.12 0.10 0.11 0.08 0.08 0.07 0.11 0.11 0.09 0.08 0.05 0.08 0.06 0.07 0.03 0.10 0.10 0.10 0.09 0.12 0.10 -0.12 -0.35 0.65 -0.67 -0.11 -0.03 -0.18 -0.30 -0.06 -0.06 -0.06 -0.15 0.01 -0.23 -0.11 -0.15 -0.31 -0.98 0.66 0.98 -0.39 -0.13 -0.58 0.78 -0.13 0.11 0.12 0.13 0.14 0.08 0.11